Density functional theory data (ωB97M-V/def2-TZVPD) for a molecular structure, C38H29F3N6OTi.

## Properties
- frontier orbital gap (eV) = 6.66
- net charge = +2
- DFT total energy (Eh) = -3017.9746
- HOMO level (eV) = -13.46

Positions of all 78 atoms, in Å:
Ti 0.7993 0.2979 -0.1596
O 1.9994 4.1597 0.2435
C 1.8253 3.0307 -0.1321
N 1.0036 2.0870 0.4785
C 0.4400 2.4427 1.7827
C 0.4452 1.2169 2.6476
C 0.3114 1.2591 4.0258
C 0.2627 0.0709 4.7279
C 0.3562 -1.1343 4.0377
C 0.5151 -1.0995 2.6739
N 0.5755 0.0571 1.9949
C 2.5367 2.4559 -1.3198
C 3.4319 3.1955 -2.0584
C 4.0576 2.5798 -3.1333
C 3.7602 1.2560 -3.4172
C 2.8419 0.5886 -2.6270
N 2.2341 1.1800 -1.5954
H 1.0135 3.2569 2.2265
H -0.5920 2.7906 1.6727
H 0.2351 2.2150 4.5274
H 0.1508 0.0764 5.8043
H 0.3081 -2.0861 4.5476
H 0.5892 -2.0089 2.0918
H 3.6171 4.2235 -1.7784
H 4.7664 3.1247 -3.7430
H 4.2273 0.7358 -4.2418
H 2.5788 -0.4411 -2.8275
C -0.9367 2.7383 -2.0108
C -1.1202 1.3709 -2.5879
C -2.1071 1.1598 -3.5465
C -2.3393 -0.1056 -4.0362
C -1.5383 -1.1484 -3.5947
C -0.5564 -0.8758 -2.6684
N -0.3635 0.3525 -2.1501
C 0.3678 -1.9267 -2.1822
C 0.5231 -3.1368 -2.8330
C 1.4693 -4.0326 -2.3697
C 2.2523 -3.6969 -1.2792
C 2.0505 -2.4758 -0.6649
N 1.1150 -1.6158 -1.1034
C 2.8704 -2.0078 0.4778
C 3.5889 -2.9018 1.2393
C 4.3698 -2.4115 2.2766
C 4.4197 -1.0530 2.4684
C 3.6591 -0.1963 1.6718
C 3.7841 1.2738 1.9284
N 2.8548 -0.6736 0.7052
H -1.5388 3.4609 -2.5554
H -1.2448 2.7512 -0.9642
H 0.1009 3.0600 -2.0700
H -2.6946 2.0037 -3.8816
H -3.1285 -0.2837 -4.7549
H -1.6939 -2.1514 -3.9615
H -0.0621 -3.3634 -3.7107
H 1.6167 -4.9775 -2.8765
H 3.0278 -4.3631 -0.9339
H 3.5347 -3.9621 1.0435
H 4.9346 -3.0834 2.9095
H 5.0462 -0.6214 3.2379
H 4.8378 1.5360 2.0254
H 3.3621 1.8728 1.1375
H 3.3007 1.5414 2.8706
F -8.6655 -0.8040 0.3400
C -7.9505 -0.7634 1.4740
F -8.4026 0.2694 2.2048
F -8.1965 -1.8886 2.1604
C -6.4749 -0.6078 1.1893
C -5.5463 -1.0959 2.0975
C -4.1951 -0.9200 1.8585
C -3.7694 -0.2644 0.7011
C -4.7138 0.2206 -0.2061
C -6.0647 0.0552 0.0418
C -2.3688 -0.0918 0.4369
C -1.1803 0.0578 0.2112
H -5.8805 -1.6144 2.9860
H -3.4626 -1.2958 2.5606
H -4.3815 0.7255 -1.1041
H -6.7993 0.4301 -0.6578

Löwdin population analysis, charges in e, atoms 1 to 4: atom 1 (Ti): 1.079, atom 2 (O): 0.148, atom 3 (C): -0.485, atom 4 (N): -0.098